Below is C9H18O2S in the gas phase in a non-equilibrium geometry, with properties calculated with ωB97M-V with the def2-TZVPD basis set.

Structure (XYZ):
```
30
Properties=species:S:1:pos:R:3
C -0.54 0.36 -0.56
C -1.74 2.88 -0.53
C 0.54 -0.50 -1.21
C 1.42 0.26 1.66
C 0.97 1.58 1.11
C 1.12 -1.46 -0.04
C 0.89 -3.08 1.80
C -2.82 0.96 -1.85
C 0.16 -2.30 0.73
O 2.00 -0.67 0.70
O 1.76 2.29 0.28
S -1.16 1.59 -1.35
H -2.42 3.45 -1.26
H -1.07 3.53 0.02
H 0.01 -1.06 -2.02
H 1.49 0.08 -1.70
H 2.33 0.37 2.29
H 0.59 -0.22 2.14
H -0.03 1.98 1.10
H 1.91 -2.22 -0.53
H 0.34 -3.75 2.42
H 1.23 -2.30 2.42
H 1.83 -3.63 1.43
H -2.67 0.06 -2.47
H -3.22 0.79 -0.85
H -3.35 1.68 -2.31
H -0.56 -1.53 1.31
H -0.55 -2.85 0.13
H 2.57 1.87 0.00
H -1.03 1.85 -2.86
```

LUMO energy (spin up / spin down) in Eh: -0.0078 / 0.0167
Strongest force on any atom in Eh/bohr: 0.0976
Charge: 0
Gap between HOMO and LUMO (spin up / spin down) in hartree: 0.2504 / 0.2969
E in Eh: -901.98445
HOMO energy (spin up / spin down) in eV: -7.025 / -7.626
Multiplicity: 1

Below is a molecular structure, C9H18O2SSi in a non-equilibrium geometry, with properties calculated with ωB97M-V with the def2-TZVPD basis set.

Structure (XYZ):
```
31
Properties=species:S:1:pos:R:3
C 2.69 1.46 -0.15
C 1.35 -0.22 1.26
C 2.57 0.48 1.01
C 3.54 0.24 -0.09
C -0.48 -0.44 -1.19
C -0.17 0.16 -2.49
C -1.35 -1.72 1.11
C -3.41 -0.08 -0.86
C -2.08 1.13 1.56
O -0.14 -2.30 0.55
O 1.85 -1.88 -0.80
Si -1.76 -0.10 0.02
S 0.68 -1.23 -0.25
H 1.90 1.17 -0.96
H 3.02 2.50 0.00
H 1.47 -1.06 1.89
H 0.62 0.47 1.70
H 3.07 0.71 1.93
H 4.58 0.33 0.23
H -0.15 1.18 -2.50
H -0.93 -0.31 -3.20
H 0.80 -0.05 -2.97
H 3.23 -0.33 -1.05
H -1.22 -1.64 2.21
H -2.08 -2.49 0.84
H -4.15 0.28 -0.21
H -3.23 0.68 -1.69
H -3.82 -1.06 -1.08
H -1.17 1.60 1.73
H -2.70 1.82 1.09
H -2.56 0.70 2.33
```

LUMO energy in Eh: 0.0258
Strongest force on any atom in Eh/bohr: 0.1050
Charge: 0
Gap between HOMO and LUMO in hartree: 0.3144
E in Eh: -1191.68806
HOMO energy in eV: -7.854
Multiplicity: 1